Record 1
The following is a DFT calculation (ωB97M-V/def2-TZVPD) of the ion C7H18N2P with charge +1 in a non-equilibrium geometry.

Last column: Löwdin charge in e.
Geometry (Å):
P -0.33 0.05 -0.85  0.82
N 0.69 -1.26 1.64  -0.05
N -0.75 0.76 0.84  -0.17
C 1.89 -1.07 0.85  -0.05
C 0.62 -1.38 0.15  -0.17
C 0.39 -0.27 2.60  -0.17
C -0.06 1.02 2.03  -0.29
C 0.59 -0.38 -2.36  -0.25
C -2.03 -0.54 -1.25  -0.15
C -0.46 1.94 -1.63  -0.14
H -1.30 1.55 0.50  0.06
H 1.66 -0.07 -2.33  0.07
H -2.24 -0.50 -2.30  0.05
H 0.04 -0.09 -3.27  0.06
H -0.65 1.53 2.77  0.12
H 1.18 0.02 3.22  0.13
H 0.79 1.80 1.88  0.15
H 2.14 -0.08 0.59  0.11
H 0.75 -1.47 -2.36  0.05
H -1.28 2.43 -1.17  0.00
H 2.86 -1.73 0.95  0.19
H -0.66 1.74 -2.71  0.05
H -2.22 -1.60 -1.08  0.06
H -2.74 0.04 -0.78  0.02
H 0.37 2.56 -1.36  0.03
H 0.90 -2.00 2.29  0.19
H 0.29 -2.36 -0.10  0.12
H -0.44 -0.65 3.24  0.16

Its energy above the lowest of the compared OMol25 structures with the same formula, charge and spin is 246.9 kJ/mol. The SMILES is CP1(C)(C)NCC[N@@H+]2C[C@@H]21. The orbital gap is 9.0 eV. For the calculated total energy, the calculation gives -727.97566 Ha. As for the charge: +1.



Record 2
The following is a DFT calculation (ωB97M-V/def2-TZVPD) of a structure of composition C7H18N3O3S in a non-equilibrium geometry.

Last column: Löwdin charge in e.
Geometry (Å):
S -1.66 -1.20 -0.49  0.84
O -2.35 -1.94 -1.52  -0.33
O -0.94 1.08 0.38  -0.05
O -1.57 -1.77 0.83  -0.31
N -4.19 0.13 -0.39  0.09
N 1.18 -0.30 -0.21  -0.16
N -2.86 0.22 -0.07  -0.18
C 3.40 0.11 -1.62  -0.01
C 2.33 0.67 -0.63  -0.11
C 0.40 -0.62 -1.44  0.02
C 1.74 -0.96 2.08  -0.05
C -2.85 2.39 1.05  0.03
C -2.18 1.15 0.48  -0.55
C 1.59 -1.48 0.64  -0.17
H 3.85 -0.64 -1.08  0.06
H 1.95 1.57 -1.03  0.11
H 0.74 -1.52 -2.06  0.14
H 0.86 -2.28 0.65  0.12
H -4.35 0.59 -1.32  0.14
H 3.93 0.97 -1.66  0.06
H 0.14 0.27 -2.08  0.13
H 0.80 -0.37 2.32  0.11
H -3.89 2.06 1.44  0.12
H 3.00 -0.12 -2.56  0.07
H 2.67 -0.41 2.17  0.08
H -2.40 2.47 2.00  0.06
H 1.81 -1.82 2.78  0.11
H -2.76 3.28 0.34  0.13
H -4.47 -0.92 -0.31  0.16
H 0.57 0.12 0.48  0.08
H 2.61 -1.72 0.49  0.11
H 2.91 0.97 0.33  0.16

Its energy above the lowest of the compared OMol25 structures with the same formula, charge and spin is 443.0 kJ/mol. The orbital gap (spin up / spin down) is 8.3 / 8.3 eV. For the calculated total energy, the calculation gives -1065.28443 Ha. As for the charge: +1.



Record 3
The following is a DFT calculation (ωB97M-V/def2-TZVPD) of a cluster of 2 separate species, C7H18N3S in total.

Last column: Löwdin charge in e.
Geometry (Å):
S 0.75 -0.55 -0.71  0.78
N -3.33 2.35 3.09  0.21
N -2.90 1.18 1.15  0.04
N -1.18 1.66 2.61  0.20
C 1.72 0.08 -2.11  -0.50
C 1.28 -2.28 -0.83  -0.50
C -4.29 1.21 0.71  -0.04
C 3.49 -1.72 -1.93  -0.23
C 3.21 -0.22 -1.97  -0.27
C 2.80 -2.43 -0.77  -0.27
C -2.47 1.73 2.28  -0.44
H -2.22 0.72 0.55  0.15
H -0.85 2.09 3.49  0.14
H 3.15 -2.18 -2.88  0.12
H 0.88 -2.71 -1.76  0.09
H -4.32 2.40 2.84  0.13
H 1.32 -0.36 -3.04  0.09
H 3.75 0.23 -2.82  0.12
H -4.36 0.68 -0.26  0.11
H -4.95 0.70 1.43  0.10
H 3.05 -3.51 -0.79  0.12
H 1.53 1.17 -2.14  0.08
H 3.59 0.25 -1.04  0.11
H -4.65 2.24 0.57  0.10
H 0.79 -2.80 0.02  0.08
H 3.16 -2.02 0.19  0.11
H -3.00 2.77 3.96  0.15
H -0.51 1.19 2.00  0.12
H 4.59 -1.89 -1.86  0.12

Its energy above the lowest of the compared OMol25 structures with the same formula, charge and spin is 0.0 kJ/mol. The orbital gap is 8.3 eV. For the calculated total energy, the calculation gives -839.78727 Ha. As for the charge: +1.